{
  "formula": "C25H20F6N2O5ReS3Sb",
  "method": "ωB97M-V/def2-TZVPD",
  "de_lowest_ev": 0.0000,
  "total_charge": 2,
  "orbital_gap_ev": [7.169, 7.167],
  "energy_ha": -3561.93037,
  "symbols": ["F", "H", "C", "H", "C", "H", "S", "C", "H", "H", "C", "F", "C", "H", "F", "F", "H", "C", "S", "F", "C", "C", "H", "N", "O", "C", "C", "C", "H", "C", "C", "H", "H", "H", "H", "C", "C", "C", "C", "S", "O", "H", "C", "C", "C", "C", "O", "H", "C", "H", "H", "F", "O", "Re", "O", "N", "Sb", "C", "H", "C", "H", "C", "H"],
  "positions_angstrom": [[5.3646, -3.2148, -1.2300], [-0.7056, 2.1875, 3.6938], [-4.1297, 2.7734, -1.0350], [-3.6315, -3.8673, -0.8039], [4.8704, -2.5680, -2.2602], [4.1660, 4.8247, -0.2114], [0.8862, -1.4834, -2.9055], [-2.0735, 0.4486, 6.2553], [-2.3849, -1.7874, 3.7326], [-4.8220, 3.3792, -1.6039], [-4.5555, 2.1576, 0.1332], [0.2938, -3.6075, -1.4772], [-1.4792, -2.0008, 1.0091], [-0.4590, -5.1259, 1.7852], [5.7814, -1.8304, -2.8452], [4.3276, -3.3926, -3.1224], [-3.1014, -1.5024, -0.3275], [-2.0757, -4.6335, 0.4601], [3.5852, -1.3815, -1.5567], [1.9006, -3.9095, -2.8908], [-2.5200, -2.2929, 0.1327], [3.7449, 4.3640, -1.0928], [-2.2932, 0.5526, 7.3093], [2.3318, 2.7533, -2.0386], [1.4208, 1.7180, -1.9292], [-2.3653, 1.2301, 0.4128], [0.7219, -3.3542, -2.6946], [-1.0304, -4.3315, 1.3242], [-2.5003, 3.1078, -2.3885], [-0.7262, -3.0086, 1.6092], [-2.4065, -0.7259, 5.5973], [-2.3162, -5.6677, 0.2522], [-2.8851, -1.5333, 6.1346], [-1.2070, 2.4066, 6.0957], [2.1099, 2.6093, -4.0744], [-1.4614, 1.4939, 5.5744], [-2.8221, 2.6218, -1.4771], [-1.1780, 1.3689, 4.2241], [2.8532, 3.3246, -0.9449], [1.2416, 0.4000, 1.2827], [0.1234, -0.8878, -1.7853], [3.7199, 4.5136, -4.4805], [-1.9275, 1.8466, -0.7541], [3.4918, 4.1935, -3.4744], [-1.5125, 0.1838, 3.5725], [-2.8169, -3.6227, -0.1352], [0.5187, -1.1619, -4.2290], [-4.0042, 0.9138, 1.7902], [4.0708, 4.8029, -2.3690], [2.5185, 2.9374, 0.0068], [-5.5734, 2.2842, 0.4758], [-0.1403, -3.7608, -3.5918], [4.3542, -0.1963, -1.2411], [1.8354, 0.1648, -0.8625], [2.8108, -1.9781, -0.4604], [2.4453, -0.9515, -2.6266], [-1.1338, -0.0211, 1.5376], [2.6094, 3.1538, -3.2864], [0.0810, -2.7766, 2.2946], [-3.6720, 1.3812, 0.8699], [-0.9100, 1.7279, -1.1032], [-2.1260, -0.8691, 4.2450], [4.7669, 5.6198, -2.5014]],
  "forces_ev_per_a": [[0.0, 0.0, 0.0], [0.0, 0.0, 0.0], [0.0, 0.0, 0.0], [0.0, 0.0, 0.0], [0.1, -0.1, 0.0], [0.0, 0.0, 0.0], [0.2, -0.1, -0.2], [0.0, 0.0, 0.0], [0.0, 0.0, 0.0], [0.0, 0.0, 0.0], [0.0, 0.0, 0.0], [0.0, 0.0, 0.0], [0.0, 0.0, 0.0], [0.0, 0.0, 0.0], [0.0, 0.0, 0.0], [0.0, 0.0, 0.0], [0.0, 0.0, 0.0], [0.0, 0.0, 0.0], [0.3, -0.4, 0.0], [0.0, 0.0, 0.0], [0.0, -0.1, 0.0], [0.0, 0.0, 0.0], [0.0, 0.0, 0.0], [-0.1, -0.1, -0.1], [0.0, 0.3, 0.2], [0.1, 0.0, 0.1], [-0.1, 0.0, 0.2], [0.0, 0.0, 0.0], [0.0, 0.0, 0.0], [-0.1, 0.0, -0.1], [0.0, 0.0, 0.0], [0.0, 0.0, 0.0], [0.0, 0.0, 0.0], [0.0, 0.0, 0.0], [0.0, 0.0, 0.0], [0.0, 0.0, 0.0], [0.0, 0.0, 0.0], [0.0, 0.0, 0.0], [0.0, 0.0, 0.0], [-0.2, 0.0, 0.2], [0.1, 0.3, 0.1], [0.0, 0.0, 0.0], [-0.1, 0.0, 0.0], [0.0, 0.0, 0.0], [0.0, 0.0, -0.1], [0.0, 0.0, 0.0], [0.0, 0.0, 0.0], [0.0, 0.0, 0.0], [0.0, 0.0, 0.0], [0.0, 0.0, 0.0], [0.0, 0.0, 0.0], [0.0, 0.0, 0.0], [0.2, 0.0, 0.0], [-0.5, -0.2, -0.4], [0.1, 0.1, 0.0], [-0.2, 0.2, 0.1], [0.2, -0.1, 0.0], [0.1, 0.0, 0.0], [0.0, 0.0, 0.0], [0.0, 0.1, 0.0], [0.0, 0.0, 0.0], [0.0, 0.0, 0.1], [0.0, 0.0, 0.0]]
}

{
  "formula": "C9H36Fe2O21S3",
  "method": "ωB97M-V/def2-TZVPD",
  "de_lowest_ev": 0.0337,
  "spin_multiplicity": 11,
  "orbital_gap_ev": [7.655, 5.569],
  "energy_ha": -5666.46365,
  "symbols": ["O", "H", "C", "H", "C", "O", "O", "Fe", "C", "O", "H", "H", "S", "H", "H", "Fe", "H", "H", "H", "O", "H", "O", "H", "S", "H", "H", "H", "O", "H", "H", "H", "H", "C", "H", "H", "C", "H", "H", "H", "H", "C", "H", "O", "O", "O", "O", "H", "H", "C", "C", "C", "H", "H", "H", "O", "O", "H", "H", "O", "O", "S", "O", "O", "H", "O", "O", "H", "H", "O", "H", "O"],
  "positions_angstrom": [[1.4275, -0.5958, -0.7528], [3.3319, -3.9409, 0.4487], [-3.7797, -2.1049, 0.2739], [3.2951, -1.3271, 5.0828], [2.8123, 3.7197, -0.6247], [-1.3241, 0.3763, 3.2138], [2.9299, -1.4765, -2.8488], [-1.6592, 1.5981, -0.6141], [3.3604, -1.6022, 4.0335], [-0.0177, 2.1678, 2.9077], [-3.7431, -1.2867, 0.9959], [1.9950, 3.1568, -0.1669], [0.4867, 0.0924, 0.0924], [3.0745, -2.6451, 3.9127], [3.3547, 4.1847, 0.2091], [0.6521, 0.3935, 3.3492], [-2.2649, 1.2270, -4.2257], [0.4137, -2.5589, 1.9065], [-1.2561, -2.5164, -1.8839], [-3.2912, 0.6002, -1.1102], [-1.3472, -3.8770, -0.7846], [2.4769, -0.7673, 3.2646], [2.4555, -1.0455, -2.1333], [-1.5154, 1.8211, 2.7316], [-1.3141, -2.2891, 2.3092], [-3.2505, -2.9943, 0.6162], [-1.4681, 4.9838, 1.5508], [-4.3972, 1.8016, -2.9718], [-2.0202, 4.1825, -0.7242], [-0.3985, -3.5762, 3.1329], [3.5203, 3.0720, -1.1372], [-0.2564, 2.0768, -2.9608], [-0.3383, -2.5869, 2.6865], [4.3766, -1.4294, 3.6870], [2.6572, -0.9979, 2.3207], [-0.8370, -3.4995, -1.6828], [1.1437, -1.6179, -3.9019], [0.8291, -2.5366, -1.2927], [-5.6886, -1.7612, 0.0019], [2.1404, -0.2690, -4.3648], [-1.4948, 0.7202, -3.6516], [-0.6945, 0.4160, -4.3314], [0.0465, -1.6646, 3.7501], [0.5668, -3.4511, -1.4262], [0.2668, 1.5056, -0.3389], [-0.9886, 1.5674, -2.6022], [-1.8733, -0.1895, -3.1953], [-3.2891, -1.7296, -0.6243], [2.1915, -1.3169, -4.0487], [3.8726, -3.0138, 0.6265], [-0.9270, 5.1378, 0.6125], [0.1373, 5.2699, 0.8056], [2.6560, -1.9767, -4.7730], [4.6424, -3.1495, 1.3856], [2.3427, 4.6617, -1.5755], [-5.3153, 1.9345, -0.7337], [1.9602, 5.4059, -1.1043], [-1.0133, -4.2610, -2.4391], [-3.0815, 2.8352, -1.2173], [2.9829, -1.9735, 1.0089], [-4.1565, 1.7712, -1.5535], [-1.1830, 4.0605, -0.2569], [-1.9611, 1.8460, 1.3457], [2.3948, -1.7103, 0.2855], [0.8957, 0.0429, 1.5206], [-0.9138, -0.3825, -0.0388], [-1.2607, 6.0753, 0.1578], [-0.3630, -1.9167, 4.5831], [-2.3382, 2.5871, 3.5975], [4.4352, -2.7318, -0.2678], [-5.1034, -2.5216, -0.0475]],
  "forces_ev_per_a": [[0.4, -0.3, 0.6], [0.0, -0.1, 0.0], [-0.1, 0.0, -0.7], [-0.1, 0.0, 0.0], [0.1, 0.2, 0.5], [-0.4, -0.3, 0.1], [0.3, 0.0, -0.1], [-1.5, 0.6, -0.5], [-0.2, 0.3, 0.1], [0.8, 0.5, 0.0], [0.0, -0.2, 0.2], [0.0, -0.2, -0.3], [-3.4, 1.4, -1.8], [0.0, 0.0, 0.0], [0.1, 0.2, -0.2], [-1.1, -0.9, -1.5], [-0.2, 0.0, 0.2], [0.1, 0.1, 0.1], [0.0, -0.1, -0.4], [0.5, -1.2, 0.1], [0.0, 0.2, -0.1], [0.2, 0.9, 0.7], [0.0, 0.1, -0.2], [-0.4, 0.0, 0.8], [0.0, 0.0, -0.2], [0.0, 0.1, 0.2], [0.2, 0.2, 0.1], [0.3, -0.5, 0.1], [-0.1, 0.1, 0.1], [0.1, -0.1, -0.2], [-0.2, -0.2, 0.0], [0.1, 0.2, 0.4], [-0.4, 0.1, 0.5], [0.1, -0.1, 0.0], [-0.1, -0.2, -0.2], [0.1, -0.5, 1.1], [0.1, -0.2, -0.1], [-0.1, 0.1, -0.1], [0.1, 0.1, -0.1], [0.4, -0.1, -0.3], [0.0, -0.4, -0.5], [0.2, 0.2, 0.2], [0.6, 0.0, 0.3], [0.0, 0.0, 0.0], [2.5, 0.5, 0.8], [0.1, -0.4, -0.7], [-0.3, 0.2, 0.1], [0.1, -0.1, 0.1], [-0.5, 0.0, 0.7], [0.5, 0.1, -0.5], [-0.4, 0.4, 0.1], [0.1, -0.4, 0.0], [-0.1, 0.2, -0.3], [-0.3, 0.0, 0.3], [0.1, 0.1, 0.0], [0.0, -0.3, 0.4], [-0.1, 0.0, 0.0], [-0.1, 0.4, -0.4], [0.1, 0.3, 0.2], [0.0, 0.1, 0.6], [-0.6, 1.3, -0.6], [0.7, -0.3, -0.6], [0.4, 0.0, 0.9], [0.3, -0.1, -0.3], [1.1, -0.5, -0.2], [0.5, -1.3, 0.4], [-0.1, 0.0, 0.1], [-0.3, 0.0, -0.2], [0.2, 0.0, 0.0], [-0.3, -0.1, -0.1], [0.0, 0.0, 0.4]]
}

{
  "formula": "C3H4N2S2",
  "method": "ωB97M-V/def2-TZVPD",
  "de_lowest_ev": 4.4754,
  "orbital_gap_ev": 7.827,
  "energy_ha": -1022.45118,
  "symbols": ["C", "S", "C", "C", "H", "H", "N", "N", "H", "S", "H"],
  "positions_angstrom": [[-0.0758, -1.0303, 0.4224], [-2.4687, -1.3628, -0.4735], [-1.3914, 1.4851, -0.3645], [-1.3528, -1.4023, 0.7519], [2.9191, -0.0211, -0.1878], [-1.6875, -1.6053, 1.7493], [-0.2502, 1.4026, -0.3891], [2.0539, -0.0021, -0.6767], [-2.3798, 1.4658, -0.4861], [1.2396, -1.4724, -0.3170], [1.5920, 0.9491, -0.4952]],
  "forces_ev_per_a": [[-0.9, -1.3, 0.8], [-0.5, 0.0, -0.3], [3.4, 0.0, -0.3], [1.0, 0.2, -0.9], [1.0, -0.1, 0.3], [0.3, -0.1, 0.6], [-0.5, 1.0, 0.2], [-0.2, 0.7, -0.1], [-3.4, 0.1, -0.1], [-0.2, 1.9, 0.1], [0.1, -2.4, -0.3]]
}

{
  "formula": "C2H6N6",
  "method": "ωB97M-V/def2-TZVPD",
  "de_lowest_ev": 3.5864,
  "orbital_gap_ev": [7.591, 7.591],
  "energy_ha": -408.16413,
  "symbols": ["C", "N", "H", "H", "H", "N", "N", "N", "H", "N", "N", "H", "C", "H"],
  "positions_angstrom": [[0.9303, -1.1374, 0.9529], [2.2802, 0.3627, -0.3759], [2.1500, -0.3684, -1.1105], [-3.0468, 1.0373, -0.1462], [-2.3414, 1.5796, 1.2194], [0.3222, -1.9211, 0.2136], [-1.7927, -1.0265, -0.2116], [-1.3962, 0.0125, 0.3904], [1.5640, 1.1100, -0.6198], [1.8097, -0.1323, 0.8475], [-2.2371, 1.0875, 0.4001], [2.6460, -0.1944, 1.5346], [-0.9089, -2.0442, -0.2104], [-1.0202, -2.8976, -0.8240]],
  "forces_ev_per_a": [[1.0, 1.0, 1.3], [-1.6, 1.1, -2.1], [0.2, 0.6, 0.8], [-1.5, -0.5, -0.8], [0.4, 1.0, 2.2], [-0.6, 0.6, -0.2], [-1.3, 2.2, 0.4], [0.2, -0.6, 0.7], [1.3, -1.0, 0.1], [1.8, -2.0, 2.1], [1.2, -1.3, -2.1], [-2.4, 0.3, -1.3], [2.4, -0.6, -0.5], [-1.0, -0.6, -0.4]]
}